(1)
A structure of composition C4H4LuO2, computed with ωB97M-V/def2-TZVPD.

## Properties
**Relative energy (zero: lowest compared OMol25 entry of this formula, charge and spin)**: 52.3 kcal per mole
**Orbital gap (alpha / beta)**: 9.7 / 5.2 eV
**Charge**: +3

Cartesian coordinates (Å):
H (0.1951, -1.2363, 1.4649)
O (-1.3897, -1.6681, -2.3460)
C (-0.9985, -0.7941, -1.6947)
C (-0.4064, 0.1743, -1.0110)
C (0.3945, -0.1939, 1.1698)
C (-0.7056, 0.5912, 0.6309)
H (-0.1327, 1.0515, -1.6011)
H (-0.4638, 1.6558, 0.7343)
H (-1.6572, 0.1508, 0.9531)
O (1.4907, -0.0429, 0.5368)
Lu (3.6738, 0.3117, 1.1629)

(2)
The molecule C3H6O3S, computed with ωB97M-V/def2-TZVPD.

## Properties
**Relative energy (zero: lowest compared OMol25 entry of this formula, charge and spin)**: 70.8 kcal per mole
**Orbital gap**: 9.6 eV
**Charge**: 0
**SMILES**: C=[S@](C)(=O)OC=O

Cartesian coordinates (Å):
C (1.3445, 0.6357, -0.0952)
S (0.1131, -0.2426, 0.7009)
C (-1.5193, 0.4214, 0.1017)
O (0.1386, -0.1873, 2.0946)
O (-0.0612, -1.9462, 0.1224)
C (0.9841, -2.7185, -0.1725)
O (0.8165, -3.7522, -0.8034)
H (1.4466, 0.2680, -1.0470)
H (2.1619, 0.4764, 0.5426)
H (-1.8771, -0.1012, -0.9430)
H (-2.2808, -0.0434, 0.8301)
H (-1.5003, 1.4471, -0.0053)
H (1.9926, -2.4627, 0.2318)

(3)
The molecule C5H10N2S, computed with ωB97M-V/def2-TZVPD.

## Properties
**Relative energy (zero: lowest compared OMol25 entry of this formula, charge and spin)**: 82.2 kcal per mole
**Orbital gap**: 9.1 eV
**Charge**: 0
**SMILES**: N[C@H]1CNC[C@H]2S[C@H]12

Cartesian coordinates (Å):
N (-1.1647, 2.0657, -0.7785)
C (-0.0616, 1.2428, -0.2895)
C (-0.3158, 0.5575, 1.1645)
N (-0.3293, -0.8741, 1.2024)
C (0.5578, -1.8753, 0.5660)
C (1.2606, -1.0119, -0.4631)
S (1.3508, -0.8335, -2.3536)
C (0.2910, -0.0920, -1.0872)
H (-1.9317, 1.5586, -1.2512)
H (-0.7929, 2.6735, -1.5831)
H (0.8103, 1.9666, -0.0483)
H (0.4111, 0.9690, 2.0579)
H (-1.3526, 0.8985, 1.4933)
H (-1.3604, -1.2917, 1.2668)
H (-0.0942, -2.7122, 0.1265)
H (1.2614, -2.2990, 1.2944)
H (2.0761, -0.3331, -0.1075)
H (-0.6157, -0.6094, -1.2097)

(4)
A structure of composition C33H32BBrIrN2O4, computed with ωB97M-V/def2-TZVPD.

## Properties
**Relative energy (zero: lowest compared OMol25 entry of this formula, charge and spin)**: 10.7 kcal per mole
**Orbital gap**: 6.6 eV
**Charge**: +1

Cartesian coordinates (Å):
Ir (0.1231, -0.5662, -0.2715)
C (0.3315, -2.9109, 1.7725)
C (-0.5895, -2.0563, 2.6032)
C (-1.5259, -2.6389, 3.4428)
C (-2.3851, -1.8523, 4.1972)
C (-2.3090, -0.4733, 4.1274)
C (-1.3818, 0.1615, 3.3039)
C (-1.3219, 1.6620, 3.2564)
C (-0.5382, -0.6578, 2.5558)
N (0.4167, -0.0979, 1.6333)
C (1.4815, 0.5244, 2.0079)
C (1.8572, 0.8348, 3.4114)
C (2.3704, 0.8356, 0.8768)
C (3.6461, 1.5788, 1.0544)
N (1.9246, 0.3516, -0.2287)
C (2.6342, 0.4896, -1.4722)
C (3.1911, -0.6767, -2.0067)
C (3.0845, -1.9951, -1.2898)
C (3.8580, -0.5755, -3.2170)
C (3.9510, 0.6426, -3.8756)
C (3.3785, 1.7748, -3.3277)
C (2.7024, 1.7261, -2.1107)
C (2.0714, 2.9848, -1.5779)
H (0.3754, -3.9229, 2.1716)
H (1.3533, -2.5255, 1.7473)
H (-0.0358, -3.0114, 0.7429)
H (-1.5804, -3.7182, 3.5057)
H (-3.1146, -2.3203, 4.8444)
H (-2.9814, 0.1358, 4.7191)
H (-2.3130, 2.0762, 3.4380)
H (-0.9801, 2.0309, 2.2927)
H (-0.6644, 2.0544, 4.0363)
H (1.1622, 0.3943, 4.1199)
H (1.8824, 1.9171, 3.5574)
H (2.8613, 0.4591, 3.6142)
H (3.4370, 2.6121, 1.3423)
H (4.2345, 1.5816, 0.1413)
H (4.2315, 1.1312, 1.8585)
H (2.0500, -2.3536, -1.2526)
H (3.4540, -1.9323, -0.2636)
H (3.6647, -2.7558, -1.8076)
H (4.3052, -1.4619, -3.6482)
H (4.4715, 0.7052, -4.8216)
H (3.4469, 2.7222, -3.8480)
H (2.8130, 3.7820, -1.5106)
H (1.6137, 2.8688, -0.5965)
H (1.2916, 3.3292, -2.2594)
Br (-5.6246, 3.0021, -1.7353)
C (-4.7424, 1.5802, -0.8604)
C (-4.8906, 1.4193, 0.5084)
C (-4.2216, 0.3840, 1.1466)
C (-3.3860, -0.4610, 0.4326)
C (-3.2530, -0.2898, -0.9414)
C (-3.9500, 0.7188, -1.5979)
C (-2.3583, -1.1532, -1.7780)
O (-2.5780, -1.4480, -2.9114)
O (-1.2302, -1.5909, -1.1416)
H (-5.5291, 2.0917, 1.0648)
H (-4.3542, 0.2379, 2.2101)
H (-2.8552, -1.2587, 0.9384)
H (-3.8511, 0.8267, -2.6695)
O (-0.8617, 1.5262, -2.1387)
B (-0.6356, 1.2099, -0.8131)
O (-0.9646, 2.2569, 0.0331)
C (-1.4714, 3.2403, -0.8048)
C (-1.9699, 4.4773, -0.4730)
C (-2.4088, 5.2679, -1.5337)
C (-2.3433, 4.8228, -2.8500)
C (-1.8375, 3.5641, -3.1705)
C (-1.4091, 2.7965, -2.1136)
H (-2.0255, 4.8127, 0.5535)
H (-2.8168, 6.2476, -1.3261)
H (-2.7004, 5.4643, -3.6438)
H (-1.7897, 3.2024, -4.1882)

(5)
The molecule C13H17N3O5, computed with ωB97M-V/def2-TZVPD.

## Properties
**Relative energy (zero: lowest compared OMol25 entry of this formula, charge and spin)**: 25.9 kcal per mole
**Orbital gap**: 9.4 eV
**Charge**: 0
**SMILES**: NC(=O)C[C@H](N)C(=O)N[C@@H](Cc1ccc(O)cc1)C(=O)O

Cartesian coordinates (Å):
N (-4.3617, 1.7305, 0.6860)
C (-3.5408, 0.8833, 1.4117)
O (-3.5983, -0.3353, 1.2638)
C (-2.6655, 1.5441, 2.4466)
C (-1.2181, 1.0347, 2.4604)
N (-0.5448, 1.6401, 3.6145)
C (-0.5783, 1.4100, 1.0539)
O (-0.3152, 2.5863, 0.8758)
N (-0.2885, 0.4569, 0.1593)
C (-0.2678, -0.9284, 0.4201)
C (-0.1833, -1.8060, -0.8633)
C (0.9178, -1.3189, -1.7576)
C (0.5723, -0.4047, -2.8018)
C (1.5294, -0.0017, -3.6940)
C (2.8722, -0.3251, -3.4728)
O (3.8320, 0.1483, -4.3216)
C (3.2289, -1.1050, -2.4385)
C (2.2377, -1.5950, -1.5636)
C (0.8519, -1.2683, 1.4081)
O (1.2182, -0.5291, 2.2913)
O (1.3288, -2.5470, 1.3544)
H (-4.4901, 2.6625, 1.0239)
H (-5.0151, 1.3225, 0.0557)
H (-3.0369, 1.3961, 3.4850)
H (-2.6708, 2.6620, 2.3313)
H (-1.2347, -0.0767, 2.6064)
H (0.4070, 1.1649, 3.6079)
H (-0.4155, 2.5895, 3.4012)
H (0.1398, 0.8659, -0.6502)
H (-1.2012, -1.2118, 0.9489)
H (-0.0805, -2.8603, -0.6119)
H (-1.1549, -1.7475, -1.4105)
H (-0.4495, -0.0830, -2.9479)
H (1.2086, 0.5842, -4.5551)
H (3.3511, 0.7888, -4.9573)
H (4.2871, -1.2725, -2.3406)
H (2.5842, -2.2017, -0.7206)
H (1.8746, -2.6739, 2.1508)

(6)
A structure of composition C35H43BrFIN7PReS, computed with ωB97M-V/def2-TZVPD.

## Properties
**Multiplicity**: 2
**Expectation value of S²**: 0.86
**Relative energy (zero: lowest compared OMol25 entry of this formula, charge and spin)**: 67.5 kcal per mole
**Orbital gap (alpha / beta)**: 4.9 / 5.3 eV
**Charge**: +2

Cartesian coordinates (Å):
Re (-0.4427, 0.1798, -0.1918)
C (2.6000, 3.3565, -0.0721)
C (3.2209, 3.2861, 1.1699)
C (2.7963, 2.3131, 2.0473)
C (1.7779, 1.4217, 1.6735)
N (1.2478, 1.4377, 0.4257)
C (1.6377, 2.4206, -0.3912)
N (1.3364, 0.6313, 2.6809)
C (0.2403, -0.0271, 2.7536)
N (-0.6976, -0.2609, 1.7584)
C (-1.7579, -0.9624, 2.2969)
N (-2.8324, -1.3467, 1.7044)
C (-3.2470, -1.0828, 0.4463)
C (-4.5713, -1.4623, 0.1606)
C (-5.1274, -1.1752, -1.0633)
C (-4.3548, -0.4810, -1.9928)
C (-3.0532, -0.1700, -1.6693)
N (-2.4741, -0.5012, -0.5090)
C (-1.4696, -1.2404, 3.6998)
C (-2.1598, -1.9419, 4.6713)
C (-1.5897, -2.0164, 5.9387)
C (-0.3757, -1.4035, 6.2262)
C (0.3338, -0.7154, 5.2469)
C (-0.2255, -0.6536, 3.9843)
H (2.8518, 4.1221, -0.7877)
H (3.9884, 3.9935, 1.4418)
H (3.1711, 2.2255, 3.0534)
H (1.1365, 2.4962, -1.3471)
H (-5.1263, -1.9404, 0.9521)
H (-6.1419, -1.4639, -1.2887)
H (-4.7578, -0.1780, -2.9439)
H (-2.4375, 0.3859, -2.3667)
H (-3.1023, -2.4142, 4.4492)
H (-2.1016, -2.5611, 6.7177)
H (0.0278, -1.4720, 7.2250)
H (1.2814, -0.2449, 5.4563)
C (0.4373, -3.5421, 1.9121)
C (-0.4303, -3.5275, 0.6552)
P (0.1225, -2.2872, -0.5938)
C (-0.7345, -2.7849, -2.1714)
C (-1.4479, -4.1303, -2.1827)
C (1.8708, -2.8052, -0.8980)
C (2.0120, -4.1850, -1.5343)
H (-0.0748, -4.0864, 2.7039)
H (0.6384, -2.5332, 2.2713)
H (1.3874, -4.0391, 1.7282)
H (-1.4708, -3.3201, 0.9169)
H (-0.4024, -4.5067, 0.1757)
H (0.0448, -2.7771, -2.9395)
H (-1.4535, -2.0022, -2.4340)
H (-0.7558, -4.9514, -2.0260)
H (-1.9004, -4.2611, -3.1619)
H (-2.2405, -4.1789, -1.4410)
H (2.3723, -2.7839, 0.0726)
H (2.3593, -2.0517, -1.5194)
H (1.5404, -4.9566, -0.9321)
H (3.0688, -4.4243, -1.6191)
H (1.5929, -4.2189, -2.5364)
C (6.1233, 0.6300, -3.1306)
C (6.3300, 1.2587, -1.7584)
N (6.4442, 0.2574, -0.7126)
C (5.4054, -0.3653, -0.1791)
S (3.8172, 0.0255, -0.6370)
N (5.5438, -1.3317, 0.7339)
C (6.7359, -1.6755, 1.4900)
C (6.9320, -0.7485, 2.6840)
H (6.0772, 1.4039, -3.8895)
H (5.1930, 0.0705, -3.1474)
H (6.9340, -0.0501, -3.3705)
H (5.4785, 1.9024, -1.5162)
H (7.2436, 1.8527, -1.7384)
H (7.3767, -0.0537, -0.4760)
H (4.6774, -1.6431, 1.1496)
H (7.6076, -1.6505, 0.8345)
H (6.6022, -2.7045, 1.8320)
H (7.1190, 0.2743, 2.3675)
H (7.7820, -1.0880, 3.2642)
H (6.0532, -0.7620, 3.3231)
F (-1.1721, 1.9038, -0.6645)
Br (2.7239, 2.4207, -4.7333)
C (1.3730, 1.4546, -5.6360)
C (1.2073, 1.6094, -7.0039)
C (0.2373, 0.8817, -7.6737)
C (-0.5714, -0.0065, -6.9836)
C (-0.4195, -0.1540, -5.6145)
C (0.5512, 0.5724, -4.9469)
I (0.9428, 0.1789, -2.8760)
H (1.8574, 2.2853, -7.5368)
H (0.1220, 0.9971, -8.7396)
H (-1.3077, -0.6014, -7.5035)
H (-1.0479, -0.8432, -5.0721)